1.
{"formula": "C12H16N2O", "method": "the ωB97M-V functional and the def2-TZVPD basis", "smiles": "O=C(NCc1ccccc1)N1CCCC1", "energy_ev": -17732.125, "e_above_lowest_kcal_mol": 0.0, "symbols": ["H", "C", "H", "C", "H", "H", "N", "H", "C", "H", "O", "C", "C", "C", "C", "H", "C", "C", "C", "H", "H", "H", "H", "H", "H", "N", "H", "C", "C", "H", "H"], "coordinates": [[-4.1537, 2.3238, 0.4905], [-1.1021, 1.1199, -0.1665], [-0.7906, 1.4646, -1.1610], [-3.3387, 1.9147, -0.1023], [3.3470, 0.1697, 2.4966], [0.0724, -0.6552, -1.7151], [-0.3734, -1.6922, 0.0322], [-1.6027, 3.1957, 0.3079], [0.5805, -1.2761, -0.9724], [1.3891, -1.0439, 1.6247], [-2.5368, -2.0642, 0.5378], [3.1441, 0.1689, 1.4357], [-1.9651, 2.1886, 0.5035], [-1.6897, -1.2961, 0.1173], [2.0446, -0.5164, 0.9476], [-3.9590, 0.0146, -1.0101], [3.7142, 0.8416, -0.7899], [-3.3831, 0.3903, -0.1606], [3.9815, 0.8487, 0.5691], [2.4061, 0.1567, -2.3373], [-3.8081, -0.0428, 0.7510], [4.8393, 1.3827, 0.9499], [4.3634, 1.3708, -1.4718], [-3.3923, 2.3349, -1.1074], [0.9553, -2.1636, -1.4995], [-1.9884, -0.0268, -0.2876], [-0.2138, 0.8727, 0.4143], [1.7684, -0.5253, -0.4124], [2.6139, 0.1599, -1.2765], [-1.9911, 2.0247, 1.5814], [-0.2624, -2.6406, 0.3618]], "forces_ev_per_a": [[-0.06, 0.01, -0.04], [0.35, 0.30, 0.02], [0.10, 0.01, 0.10], [0.11, -0.08, 0.01], [0.02, 0.00, 0.09], [0.05, -0.08, 0.01], [0.34, -0.33, 0.07], [0.04, 0.03, 0.05], [0.02, 0.10, -0.04], [-0.06, -0.01, 0.05], [-0.27, -0.18, 0.12], [0.08, 0.02, 0.04], [0.02, -0.07, -0.14], [0.04, -0.09, -0.07], [-0.05, -0.07, -0.07], [-0.07, 0.04, 0.13], [0.05, 0.04, -0.08], [-0.48, -0.22, 0.00], [0.08, 0.05, 0.07], [-0.02, 0.02, -0.14], [0.02, 0.06, -0.13], [0.07, 0.05, 0.03], [0.05, 0.05, -0.05], [-0.03, 0.05, -0.02], [-0.13, 0.12, 0.02], [-0.12, 0.05, 0.00], [-0.03, 0.03, -0.08], [0.06, 0.03, -0.01], [-0.05, -0.07, 0.06], [0.03, 0.00, 0.05], [-0.17, 0.14, -0.03]]}

***

2.
{"formula": "C12H16N2O", "method": "the ωB97M-V functional and the def2-TZVPD basis", "smiles": "Cc1c[nH]c2ccccc12.CCC(N)=O", "energy_ev": -17730.590, "e_above_lowest_kcal_mol": 35.4, "symbols": ["H", "C", "H", "C", "H", "H", "H", "C", "H", "C", "N", "H", "H", "O", "C", "H", "H", "N", "C", "H", "C", "H", "C", "H", "C", "H", "C", "C", "H", "C", "H"], "coordinates": [[-1.0473, -0.9876, 4.0962], [-0.3834, -0.9038, -2.4069], [0.7351, -0.8935, 4.7248], [-1.0046, 1.2171, -2.8438], [-0.2847, -0.7956, 1.7644], [-2.0644, 1.0820, 2.5220], [1.8836, -2.5615, 0.1630], [0.2700, -0.3299, 2.5841], [1.6092, -0.1280, 0.3030], [1.2371, -2.0458, -0.5282], [-1.1501, -0.0973, -3.2415], [1.1462, 2.5125, -0.5994], [1.3090, -0.3559, 2.2239], [0.7399, 1.7546, 3.6272], [1.0591, -0.6816, -0.4915], [-1.5423, 2.6081, 2.8259], [-1.0660, -2.8295, -3.0485], [-1.2431, 1.6760, 2.5992], [-0.1014, 1.2448, -1.7814], [-1.5438, -0.3828, -4.1168], [-0.0625, 1.0727, 3.0238], [-0.4325, 3.0916, -0.5829], [-0.3830, -2.3140, -2.3834], [0.4629, 3.2826, -2.1033], [0.3567, -0.0476, -1.5131], [-0.1189, -2.2033, 3.7907], [0.2974, 2.6060, -1.2837], [0.0830, -1.1200, 3.9042], [-1.3657, 2.1039, -3.3482], [0.6181, -2.7952, -1.5482], [0.7491, -3.8868, -1.5044]], "forces_ev_per_a": [[1.56, 0.77, 0.77], [-0.47, 0.25, -0.62], [0.05, 0.28, 0.25], [1.81, -0.76, 1.11], [-0.47, 0.49, 0.33], [0.43, -0.08, -0.39], [0.04, 0.05, 0.17], [0.59, -0.91, 0.95], [-0.68, -0.18, -0.90], [-0.17, 0.22, -1.19], [0.00, 0.21, 0.61], [0.42, 0.22, -0.54], [-0.26, 0.26, 0.53], [0.36, -0.43, 0.24], [1.74, 0.45, 0.88], [0.85, 0.20, 0.58], [0.43, -0.47, 0.15], [-1.16, -1.73, -0.40], [-1.43, 2.69, -1.63], [-0.17, -0.17, 0.03], [0.04, 2.42, -1.07], [0.09, -0.55, -0.79], [1.49, 2.04, 0.19], [0.40, 0.29, -0.17], [-1.64, -1.81, -0.18], [1.47, 0.12, -0.35], [-0.27, -0.32, 2.19], [-3.57, -1.40, -1.13], [-0.30, -0.46, -0.18], [-1.27, -2.15, 0.60], [0.07, 0.46, -0.06]]}

***

3.
{"formula": "C12H16N2O3S", "method": "the ωB97M-V functional and the def2-TZVPD basis", "energy_ev": -32650.953, "e_above_lowest_kcal_mol": 270.7, "symbols": ["H", "N", "H", "H", "H", "H", "C", "C", "O", "H", "H", "H", "S", "C", "O", "H", "H", "C", "H", "O", "C", "C", "H", "H", "N", "H", "C", "C", "C", "C", "C", "H", "H", "C"], "coordinates": [[-3.4382, -0.9986, -0.9304], [0.4056, 0.5270, -0.4848], [-1.4503, 0.0228, -1.1985], [4.5563, -1.3725, -0.3107], [-2.2107, -3.3281, 0.6122], [4.0436, 2.6656, 0.6889], [2.5403, -0.8093, -0.6758], [-1.0078, -1.6445, 0.4135], [-1.9488, 2.6324, 1.1597], [-0.3419, -0.3002, 1.8481], [-0.4865, 4.4482, 0.0928], [-0.2173, -1.1386, -1.8813], [-1.4595, 2.2987, -0.1432], [-2.0320, -2.4571, -0.1888], [-2.3627, 1.9253, -1.0786], [-1.8337, -3.0462, -1.2870], [5.4734, 0.8879, 0.0747], [0.1197, 1.7008, -0.2808], [-0.1489, -2.0628, 0.3137], [-1.0308, 3.9288, -0.4667], [-1.2246, -0.7363, 1.4180], [-3.3888, -1.7232, -0.1503], [-1.6666, -1.2358, 2.3067], [-3.5883, -1.2826, 0.7187], [1.1071, 2.3643, 0.3411], [-1.8725, 0.0055, 1.3684], [-0.5623, -0.7332, -1.0172], [2.2647, 1.3577, 0.1484], [3.8977, -0.5619, -0.2106], [3.5491, 1.6413, 0.4291], [4.5213, 0.7250, 0.0669], [2.2088, -1.6386, -0.8848], [-4.0381, -2.4302, -0.6009], [1.6223, 0.3685, -0.2108]], "forces_ev_per_a": [[0.33, 1.22, -0.45], [-4.98, -10.41, -4.74], [1.34, -2.45, -0.36], [0.86, -1.18, -0.30], [0.42, 1.17, -1.82], [-2.01, -1.58, -0.28], [4.44, 11.77, 6.35], [-0.27, 2.64, -8.32], [0.16, -2.75, 1.13], [0.74, 0.13, -0.08], [0.97, -0.22, 1.46], [1.41, -1.40, -2.22], [2.16, 10.00, 5.53], [-3.11, -4.27, 0.54], [-3.18, -2.44, -4.80], [-0.23, 1.97, 3.17], [5.56, 0.73, 0.32], [0.39, 7.02, 4.15], [5.58, -3.57, 1.32], [-1.69, -2.41, -3.44], [1.25, -1.05, 6.13], [1.96, -2.19, -4.99], [0.28, -0.31, -0.15], [-1.26, 1.20, 3.60], [1.48, -0.43, -1.71], [-3.14, 3.52, -1.39], [-3.05, 6.60, 5.41], [-2.54, 11.24, 4.73], [-1.80, -0.07, -2.71], [5.96, 2.52, -0.34], [-8.98, -2.29, 0.81], [-3.14, -8.68, -2.32], [-1.53, -0.76, 0.70], [5.65, -13.30, -4.93]]}

***

- Number 2 is which compound?
  C12H16N2O

***

What did the third record say?
{"formula": "C12H16N2O3S", "method": "the ωB97M-V functional and the def2-TZVPD basis", "energy_ev": -32650.953, "e_above_lowest_kcal_mol": 270.7, "symbols": ["H", "N", "H", "H", "H", "H", "C", "C", "O", "H", "H", "H", "S", "C", "O", "H", "H", "C", "H", "O", "C", "C", "H", "H", "N", "H", "C", "C", "C", "C", "C", "H", "H", "C"], "coordinates": [[-3.4382, -0.9986, -0.9304], [0.4056, 0.5270, -0.4848], [-1.4503, 0.0228, -1.1985], [4.5563, -1.3725, -0.3107], [-2.2107, -3.3281, 0.6122], [4.0436, 2.6656, 0.6889], [2.5403, -0.8093, -0.6758], [-1.0078, -1.6445, 0.4135], [-1.9488, 2.6324, 1.1597], [-0.3419, -0.3002, 1.8481], [-0.4865, 4.4482, 0.0928], [-0.2173, -1.1386, -1.8813], [-1.4595, 2.2987, -0.1432], [-2.0320, -2.4571, -0.1888], [-2.3627, 1.9253, -1.0786], [-1.8337, -3.0462, -1.2870], [5.4734, 0.8879, 0.0747], [0.1197, 1.7008, -0.2808], [-0.1489, -2.0628, 0.3137], [-1.0308, 3.9288, -0.4667], [-1.2246, -0.7363, 1.4180], [-3.3888, -1.7232, -0.1503], [-1.6666, -1.2358, 2.3067], [-3.5883, -1.2826, 0.7187], [1.1071, 2.3643, 0.3411], [-1.8725, 0.0055, 1.3684], [-0.5623, -0.7332, -1.0172], [2.2647, 1.3577, 0.1484], [3.8977, -0.5619, -0.2106], [3.5491, 1.6413, 0.4291], [4.5213, 0.7250, 0.0669], [2.2088, -1.6386, -0.8848], [-4.0381, -2.4302, -0.6009], [1.6223, 0.3685, -0.2108]], "forces_ev_per_a": [[0.33, 1.22, -0.45], [-4.98, -10.41, -4.74], [1.34, -2.45, -0.36], [0.86, -1.18, -0.30], [0.42, 1.17, -1.82], [-2.01, -1.58, -0.28], [4.44, 11.77, 6.35], [-0.27, 2.64, -8.32], [0.16, -2.75, 1.13], [0.74, 0.13, -0.08], [0.97, -0.22, 1.46], [1.41, -1.40, -2.22], [2.16, 10.00, 5.53], [-3.11, -4.27, 0.54], [-3.18, -2.44, -4.80], [-0.23, 1.97, 3.17], [5.56, 0.73, 0.32], [0.39, 7.02, 4.15], [5.58, -3.57, 1.32], [-1.69, -2.41, -3.44], [1.25, -1.05, 6.13], [1.96, -2.19, -4.99], [0.28, -0.31, -0.15], [-1.26, 1.20, 3.60], [1.48, -0.43, -1.71], [-3.14, 3.52, -1.39], [-3.05, 6.60, 5.41], [-2.54, 11.24, 4.73], [-1.80, -0.07, -2.71], [5.96, 2.52, -0.34], [-8.98, -2.29, 0.81], [-3.14, -8.68, -2.32], [-1.53, -0.76, 0.70], [5.65, -13.30, -4.93]]}